Entry 1:
{"formula": "C3H8O5", "method": "wB97M-V/def2-TZVPD", "symbols": ["C", "O", "O", "H", "H", "H", "H", "C", "C", "O", "O", "O", "H", "H", "H", "H"], "positions_angstrom": [[0.42, -0.75, 1.16], [1.02, -2.06, -0.73], [0.14, -2.16, -1.64], [-0.81, -0.73, -1.51], [-0.46, -1.27, 1.53], [1.22, -1.47, 0.93], [0.84, 0.02, 1.80], [-0.87, 1.55, 0.84], [-0.29, 0.48, -0.08], [0.78, 1.05, -0.75], [1.00, 0.49, -2.04], [-1.22, -0.13, -0.80], [1.29, -0.43, -1.84], [-1.56, 1.09, 1.54], [-1.41, 2.26, 0.22], [-0.08, 2.07, 1.36]], "e_lumo_ev": [-2.7, -2.2], "relative_energy_kcal_mol": 169.6, "e_homo_ev": [-9.185, -9.224], "homo_lumo_gap_ev": [6.52, 6.98]}

Entry 2:
{"formula": "C23H30N5O3", "method": "wB97M-V/def2-TZVPD", "symbols": ["C", "N", "C", "O", "C", "C", "C", "C", "C", "C", "C", "C", "N", "C", "C", "C", "C", "C", "C", "N", "O", "O", "C", "C", "C", "C", "C", "C", "H", "H", "H", "H", "H", "H", "H", "H", "H", "H", "H", "H", "H", "H", "H", "H", "H", "H", "H", "H", "H", "H", "H", "H", "C", "N", "N", "H", "H", "H", "H", "H", "H"], "positions_angstrom": [[-1.88, 3.94, 2.75], [-1.76, 2.50, 2.83], [-2.84, 1.70, 3.04], [-4.00, 2.08, 3.21], [-2.34, 0.25, 3.01], [-2.97, -0.59, 1.89], [-4.47, -0.71, 2.03], [-5.30, -0.25, 1.01], [-6.69, -0.28, 1.18], [-7.24, -0.80, 2.35], [-6.40, -1.31, 3.35], [-5.02, -1.27, 3.19], [-0.90, 0.42, 2.85], [-0.07, -0.64, 2.78], [1.30, -0.56, 2.60], [2.19, -1.63, 2.58], [3.63, -1.44, 2.52], [4.20, -0.16, 2.31], [5.60, 0.01, 2.29], [6.13, 1.32, 2.15], [7.38, 1.45, 2.13], [5.35, 2.30, 2.07], [6.47, -1.08, 2.45], [5.93, -2.35, 2.61], [4.54, -2.53, 2.65], [-0.48, 1.82, 2.72], [0.17, 2.14, 1.37], [0.45, 2.30, 3.86], [-2.94, 4.21, 2.83], [-1.33, 4.42, 3.57], [-1.48, 4.31, 1.81], [-2.58, -0.21, 3.99], [-2.72, -0.12, 0.93], [-2.50, -1.59, 1.92], [-4.85, 0.16, 0.11], [-7.33, 0.12, 0.39], [-8.33, -0.82, 2.48], [-6.83, -1.72, 4.27], [-4.35, -1.64, 3.97], [-0.56, -1.62, 2.87], [1.72, 0.44, 2.47], [1.80, -2.63, 2.83], [3.59, 0.73, 2.19], [7.54, -0.88, 2.46], [6.60, -3.21, 2.72], [4.14, -3.54, 2.75], [-0.54, 1.91, 0.56], [0.43, 3.21, 1.34], [1.08, 1.56, 1.20], [-0.08, 2.24, 4.82], [1.35, 1.69, 3.91], [0.74, 3.34, 3.67], [3.63, -5.28, 0.02], [3.45, -3.96, 0.60], [2.13, -3.50, 0.40], [4.65, -5.61, 0.23], [2.92, -5.96, 0.51], [3.46, -5.27, -1.06], [4.07, -3.27, 0.18], [1.52, -4.18, 0.85], [2.02, -2.60, 0.86]], "total_charge": 1, "e_lumo_ev": -5.3, "e_homo_ev": -10.896, "homo_lumo_gap_ev": 5.62}

Entry 3:
{"formula": "C19H25F2O3V", "method": "wB97M-V/def2-TZVPD", "symbols": ["V", "C", "O", "H", "H", "H", "C", "C", "O", "C", "H", "H", "H", "H", "H", "H", "C", "C", "O", "C", "H", "H", "H", "H", "H", "H", "F", "C", "C", "C", "C", "C", "C", "H", "H", "H", "H", "H", "F", "C", "C", "C", "C", "C", "C", "H", "H", "H", "H", "H"], "positions_angstrom": [[3.64, 1.73, 1.35], [0.71, 1.07, 0.08], [1.80, 1.16, 0.93], [0.74, 0.18, -0.56], [-0.22, 0.93, 0.65], [0.57, 1.97, -0.55], [0.73, 1.53, -3.70], [-0.66, 0.99, -3.46], [-0.87, -0.19, -3.36], [-1.77, 1.99, -3.22], [1.05, 2.21, -2.91], [0.71, 2.04, -4.66], [1.50, 0.76, -3.69], [-1.46, 2.78, -2.53], [-2.57, 1.42, -2.75], [-2.15, 2.47, -4.11], [2.21, 5.93, 0.17], [2.50, 4.53, -0.24], [3.10, 3.74, 0.49], [2.19, 4.10, -1.65], [1.13, 6.08, 0.26], [2.56, 6.59, -0.61], [2.59, 6.17, 1.16], [2.90, 3.34, -1.95], [2.45, 4.93, -2.31], [1.14, 3.83, -1.73], [-2.35, 0.07, 4.57], [-2.53, -0.90, 3.67], [-2.88, -2.16, 4.12], [-3.19, -3.16, 3.21], [-3.08, -2.91, 1.85], [-2.70, -1.65, 1.42], [-2.42, -0.64, 2.33], [-2.91, -2.32, 5.19], [-3.49, -4.14, 3.55], [-3.40, -3.65, 1.13], [-2.58, -1.46, 0.36], [-2.14, 0.33, 1.93], [1.70, -6.37, -0.67], [1.21, -5.25, -0.12], [0.95, -4.15, -0.91], [0.60, -2.96, -0.27], [0.27, -2.97, 1.07], [0.47, -4.11, 1.85], [1.01, -5.23, 1.25], [1.06, -4.24, -1.98], [0.51, -2.08, -0.89], [-0.09, -2.06, 1.53], [0.19, -4.12, 2.89], [1.23, -6.11, 1.84]], "total_charge": 1, "e_lumo_ev": [-5.3, -5.3], "multiplicity": 4, "e_homo_ev": [-10.708, -10.708], "homo_lumo_gap_ev": [5.44, 5.40]}

Entry 4:
{"formula": "C3H3ClO2", "method": "wB97M-V/def2-TZVPD", "symbols": ["C", "C", "C", "H", "H", "H", "O", "O", "Cl"], "positions_angstrom": [[-0.94, -0.15, 0.65], [0.14, 0.63, 0.00], [1.35, -0.22, -0.51], [-1.28, 0.48, 1.45], [-0.63, -1.17, 0.80], [1.98, 0.39, -1.12], [0.16, 1.75, -0.41], [1.56, -1.36, -0.30], [-2.35, -0.38, -0.55]], "e_lumo_ev": -0.9, "relative_energy_kcal_mol": 22.8, "e_homo_ev": -10.052, "homo_lumo_gap_ev": 9.12}

Entry 5:
{"formula": "C11H14N7O2PtS2", "method": "wB97M-V/def2-TZVPD", "symbols": ["Pt", "N", "N", "C", "N", "S", "H", "H", "H", "H", "H", "N", "C", "C", "C", "C", "C", "C", "S", "O", "O", "N", "C", "N", "C", "C", "C", "N", "H", "H", "H", "H", "H", "H", "H", "H", "H"], "positions_angstrom": [[1.26, 0.93, 1.37], [3.50, 0.27, 1.63], [4.37, 1.37, 1.68], [3.89, 2.61, 1.70], [4.71, 3.63, 1.83], [2.18, 2.95, 1.58], [3.57, -0.25, 2.51], [3.77, -0.33, 0.86], [5.36, 1.19, 1.76], [5.71, 3.53, 1.95], [4.35, 4.58, 1.83], [-4.12, 1.74, -3.93], [-3.48, 1.33, -2.86], [-2.47, 2.16, -2.27], [-1.83, 1.74, -1.14], [-2.18, 0.50, -0.57], [-3.17, -0.33, -1.13], [-3.82, 0.07, -2.27], [-1.49, 0.03, 1.00], [-1.10, 1.26, 1.66], [-2.40, -0.90, 1.59], [-0.01, -0.63, 0.71], [0.16, -1.98, 0.68], [1.36, -2.54, 0.74], [1.55, -3.85, 0.73], [0.51, -4.77, 0.65], [-0.74, -4.18, 0.59], [-0.81, -2.87, 0.57], [-3.92, 2.64, -4.37], [-4.86, 1.19, -4.36], [-2.23, 3.12, -2.72], [-1.10, 2.38, -0.66], [-3.45, -1.25, -0.64], [-4.60, -0.54, -2.71], [2.58, -4.19, 0.82], [0.65, -5.84, 0.66], [-1.67, -4.75, 0.54]], "total_charge": 3, "e_lumo_ev": [-8.8, -12.3], "multiplicity": 5, "e_homo_ev": [-17.384, -18.589], "homo_lumo_gap_ev": [8.57, 6.26]}

Entry 6:
{"formula": "C30H55F12N10P2", "method": "wB97M-V/def2-TZVPD", "symbols": ["C", "C", "N", "C", "C", "N", "C", "C", "H", "H", "H", "H", "H", "H", "H", "H", "H", "H", "H", "C", "C", "N", "C", "C", "N", "C", "C", "H", "H", "H", "H", "H", "H", "H", "H", "H", "H", "H", "C", "C", "N", "C", "C", "N", "C", "C", "H", "H", "H", "H", "H", "H", "H", "H", "H", "H", "H", "C", "C", "N", "C", "C", "N", "C", "C", "H", "H", "H", "H", "H", "H", "H", "H", "H", "H", "H", "C", "C", "N", "C", "C", "N", "C", "C", "H", "H", "H", "H", "H", "H", "H", "H", "H", "H", "H", "P", "F", "F", "F", "F", "F", "F", "P", "F", "F", "F", "F", "F", "F"], "positions_angstrom": [[13.17, 19.92, -23.90], [12.75, 18.46, -24.12], [12.50, 17.83, -22.82], [11.40, 18.07, -22.01], [11.59, 17.39, -20.86], [12.84, 16.80, -20.92], [13.35, 17.08, -22.11], [13.41, 15.97, -19.89], [12.38, 20.50, -23.42], [13.48, 20.35, -24.85], [14.06, 19.93, -23.28], [13.52, 17.93, -24.68], [11.82, 18.37, -24.67], [10.63, 18.72, -22.37], [10.94, 17.34, -20.00], [14.33, 16.78, -22.44], [12.68, 15.85, -19.09], [14.40, 16.30, -19.58], [13.54, 14.94, -20.26], [17.29, 16.51, -16.52], [18.65, 16.48, -15.83], [19.34, 17.79, -15.86], [18.78, 19.03, -15.67], [19.78, 19.92, -15.53], [20.97, 19.24, -15.61], [20.66, 17.95, -15.81], [22.30, 19.77, -15.49], [16.83, 15.52, -16.48], [17.45, 16.72, -17.58], [16.56, 17.22, -16.14], [19.34, 15.75, -16.25], [18.52, 16.33, -14.76], [17.71, 19.10, -15.51], [19.73, 20.97, -15.28], [21.39, 17.16, -15.92], [22.93, 19.05, -14.97], [22.38, 20.70, -14.92], [22.71, 19.99, -16.48], [17.53, 23.20, -18.94], [18.14, 22.76, -17.62], [17.36, 23.21, -16.47], [17.67, 24.26, -15.65], [16.57, 24.55, -14.90], [15.64, 23.60, -15.24], [16.15, 22.77, -16.15], [14.34, 23.35, -14.62], [16.52, 22.83, -19.09], [18.14, 22.84, -19.77], [17.57, 24.29, -19.07], [19.17, 23.13, -17.56], [18.15, 21.67, -17.63], [18.63, 24.74, -15.69], [16.35, 25.29, -14.15], [15.58, 21.98, -16.63], [13.50, 23.82, -15.15], [14.35, 23.87, -13.67], [14.16, 22.28, -14.60], [12.87, 13.34, -13.62], [12.38, 14.26, -14.74], [12.86, 15.64, -14.58], [14.17, 16.04, -14.56], [14.16, 17.39, -14.33], [12.87, 17.77, -14.21], [12.08, 16.71, -14.43], [12.35, 19.15, -14.14], [12.46, 12.33, -13.71], [12.46, 13.76, -12.70], [13.95, 13.32, -13.60], [11.29, 14.23, -14.75], [12.75, 13.93, -15.71], [14.98, 15.33, -14.58], [15.05, 18.01, -14.29], [11.01, 16.65, -14.39], [12.16, 19.46, -15.17], [13.15, 19.76, -13.74], [11.42, 19.12, -13.60], [14.08, 23.82, -20.71], [12.86, 22.98, -21.07], [11.90, 22.92, -19.97], [11.41, 21.74, -19.44], [10.58, 22.11, -18.44], [10.60, 23.47, -18.34], [11.39, 23.95, -19.30], [9.90, 24.33, -17.36], [13.86, 24.89, -20.71], [14.88, 23.70, -21.44], [14.43, 23.57, -19.71], [13.09, 21.95, -21.33], [12.34, 23.48, -21.90], [11.68, 20.74, -19.73], [9.96, 21.50, -17.79], [11.57, 25.00, -19.47], [9.22, 25.03, -17.86], [10.71, 24.89, -16.89], [9.35, 23.73, -16.65], [14.80, 19.45, -18.22], [15.79, 20.65, -18.66], [13.77, 20.53, -17.62], [14.06, 19.56, -19.67], [13.81, 18.22, -17.75], [15.72, 18.28, -18.87], [15.60, 19.34, -16.83], [16.42, 20.36, -12.64], [15.13, 21.24, -12.23], [17.18, 21.62, -13.40], [17.22, 20.73, -11.29], [17.65, 19.37, -12.99], [15.67, 19.08, -11.99], [15.72, 20.08, -14.10]], "total_charge": 3, "e_lumo_ev": -6.1, "relative_energy_kcal_mol": 0.0, "e_homo_ev": -16.067, "homo_lumo_gap_ev": 9.99}

Entry 7:
{"formula": "C3H11N3", "method": "wB97M-V/def2-TZVPD", "symbols": ["C", "C", "C", "N", "N", "N", "H", "H", "H", "H", "H", "H", "H", "H", "H", "H", "H"], "positions_angstrom": [[1.58, 0.72, 0.41], [0.59, -1.34, -0.02], [-1.73, -0.23, 0.29], [1.75, -0.58, -0.14], [0.11, 1.14, -0.33], [-0.49, -0.12, -0.54], [1.52, 0.61, 1.44], [2.31, 1.36, 0.23], [0.60, -2.13, -0.62], [0.17, -1.50, 0.94], [-1.56, 0.07, 1.36], [-2.59, 0.36, 0.07], [-2.21, -1.14, 0.10], [2.21, -0.67, -1.06], [-0.28, 1.65, 0.44], [0.50, 1.63, -1.06], [-0.56, -0.17, -1.50]], "total_charge": 2, "e_lumo_ev": -8.0, "relative_energy_kcal_mol": 69.0, "e_homo_ev": -20.719, "homo_lumo_gap_ev": 12.75}

Entry 8:
{"formula": "C16H22N6O3S", "method": "wB97M-V/def2-TZVPD", "symbols": ["C", "H", "C", "H", "H", "C", "N", "C", "O", "C", "C", "C", "N", "S", "O", "O", "C", "C", "C", "C", "C", "C", "H", "H", "C", "N", "N", "N", "N", "H", "H", "H", "C", "C", "H", "H", "H", "H", "H", "H", "H", "H", "H", "H", "H", "H", "H", "H"], "positions_angstrom": [[-5.99, -3.58, -0.27], [-4.92, -3.42, -0.28], [-6.71, -2.41, 0.39], [-7.78, -2.63, 0.45], [-6.34, -2.27, 1.41], [-6.54, -1.10, -0.38], [-5.16, -0.65, -0.39], [-4.73, 0.39, 0.35], [-5.46, 1.08, 1.04], [-3.22, 0.61, 0.28], [-2.89, 2.11, 0.29], [-1.47, 2.35, 0.83], [-0.62, 1.20, 0.63], [-0.11, 0.93, -0.95], [-0.12, 2.19, -1.64], [-0.79, -0.19, -1.56], [1.59, 0.45, -0.63], [2.45, 1.41, -0.12], [3.76, 1.06, 0.15], [4.19, -0.25, -0.08], [3.31, -1.20, -0.59], [2.00, -0.84, -0.87], [1.30, -1.55, -1.28], [3.67, -2.20, -0.77], [5.56, -0.62, 0.21], [6.49, 0.19, 0.69], [7.54, -0.60, 0.78], [7.29, -1.83, 0.38], [6.07, -1.86, 0.02], [8.44, -0.28, 1.11], [4.45, 1.78, 0.55], [2.08, 2.41, 0.03], [-1.04, 0.01, 1.33], [-2.57, -0.06, 1.49], [-2.88, 0.47, 2.39], [-2.88, -1.10, 1.58], [-0.69, -0.85, 0.75], [-0.55, -0.01, 2.31], [-1.00, 3.19, 0.32], [-1.49, 2.55, 1.91], [-3.62, 2.63, 0.91], [-2.96, 2.50, -0.73], [-2.82, 0.15, -0.63], [-4.50, -1.18, -0.93], [-7.12, -0.30, 0.10], [-6.88, -1.22, -1.41], [-6.33, -3.70, -1.30], [-6.20, -4.50, 0.27]], "e_lumo_ev": 0.0, "relative_energy_kcal_mol": 0.0, "e_homo_ev": -9.235, "homo_lumo_gap_ev": 9.27}

Entry 9:
{"formula": "C39H30AsBrF5N2O2Re", "method": "wB97M-V/def2-TZVPD", "symbols": ["Re", "C", "N", "C", "C", "C", "C", "C", "C", "C", "C", "H", "H", "H", "H", "H", "H", "H", "H", "H", "H", "H", "H", "Br", "C", "C", "C", "C", "C", "N", "C", "O", "O", "H", "H", "H", "F", "C", "C", "C", "F", "C", "F", "C", "F", "C", "F", "C", "C", "C", "C", "C", "C", "As", "C", "C", "C", "C", "C", "C", "C", "C", "C", "C", "C", "C", "H", "H", "H", "H", "H", "H", "H", "H", "H", "H", "H", "H", "H", "H", "H"], "positions_angstrom": [[0.09, -0.41, -0.07], [-0.57, 0.75, 2.73], [0.37, -0.26, 2.25], [0.10, -1.50, 2.99], [1.76, 0.19, 2.54], [2.71, -0.10, 1.41], [4.08, -0.08, 1.63], [4.95, -0.17, 0.56], [4.45, -0.25, -0.73], [3.08, -0.28, -0.94], [2.19, -0.26, 0.13], [-0.32, 1.05, 3.75], [-1.58, 0.34, 2.73], [-0.53, 1.63, 2.08], [0.14, -1.32, 4.06], [0.83, -2.26, 2.72], [-0.90, -1.86, 2.74], [2.12, -0.24, 3.48], [1.75, 1.28, 2.65], [4.46, 0.04, 2.64], [6.01, -0.18, 0.73], [5.12, -0.29, -1.57], [2.71, -0.35, -1.95], [0.66, -2.48, -3.21], [0.28, -0.63, -3.42], [0.27, -0.12, -4.71], [0.01, 1.22, -4.89], [-0.25, 2.00, -3.78], [-0.22, 1.41, -2.53], [0.03, 0.10, -2.33], [-0.48, 2.26, -1.28], [-0.82, 3.41, -1.41], [-0.32, 1.62, -0.19], [0.48, -0.78, -5.53], [0.03, 1.65, -5.88], [-0.46, 3.05, -3.83], [-1.99, -2.58, 0.58], [-0.88, -3.31, 0.28], [0.29, -2.58, 0.04], [1.39, -3.44, -0.16], [2.61, -2.92, -0.36], [1.32, -4.83, -0.17], [2.41, -5.55, -0.39], [0.10, -5.47, 0.04], [0.02, -6.80, 0.03], [-1.02, -4.68, 0.28], [-2.22, -5.22, 0.50], [-4.66, 4.32, -0.83], [-4.91, 3.26, -1.69], [-4.36, 2.02, -1.44], [-3.57, 1.81, -0.32], [-3.29, 2.89, 0.52], [-3.84, 4.13, 0.27], [-2.85, 0.05, 0.09], [-3.67, -1.06, -1.29], [-5.05, -1.14, -1.43], [-5.60, -1.94, -2.42], [-4.78, -2.66, -3.27], [-3.41, -2.60, -3.14], [-2.86, -1.80, -2.15], [-3.90, -0.47, 1.66], [-4.41, -1.76, 1.75], [-5.06, -2.18, 2.90], [-5.19, -1.33, 3.98], [-4.73, -0.02, 3.88], [-4.08, 0.40, 2.74], [-5.08, 5.29, -1.04], [-5.54, 3.40, -2.56], [-4.55, 1.21, -2.14], [-2.61, 2.77, 1.35], [-3.62, 4.96, 0.93], [-5.69, -0.60, -0.74], [-6.67, -2.00, -2.51], [-5.22, -3.29, -4.03], [-2.76, -3.17, -3.78], [-1.79, -1.78, -2.00], [-4.30, -2.45, 0.92], [-5.45, -3.19, 2.95], [-5.66, -1.67, 4.89], [-4.86, 0.66, 4.71], [-3.75, 1.43, 2.67]], "total_charge": 1, "e_lumo_ev": [-5.4, -4.9], "multiplicity": 2, "e_homo_ev": [-11.282, -11.127], "homo_lumo_gap_ev": [5.92, 6.22]}